ORCA calculation (ωB97M-V with the def2-TZVPD basis set) on the molecule C4H6O4 in a non-equilibrium geometry.

Orbital gap in eV: 11.33
E in a.u.: -456.907024
Largest force on an atom in eV/Å: 4.9
Energy above the lowest of the compared OMol25 structures with the same formula, charge and spin in kJ/mol: 299.0

CARTESIAN COORDINATES (ANGSTROEM)
C 2.041098 -0.415091 -0.148707
C -0.141702 -0.625841 0.377972
C -1.153115 1.422189 -0.194257
C -1.582516 -0.793398 -0.008945
H 1.887131 0.631034 0.168385
H 2.757107 -0.481950 -1.033128
H 2.212105 -1.047148 0.709996
H -0.145929 -1.100260 1.395487
H -0.739216 1.759631 -1.165773
H -1.413571 2.234633 0.409744
O 0.649884 -0.976973 -0.592231
O -0.084421 0.768317 0.493027
O -2.030688 0.443081 -0.411312
O -2.256171 -1.818230 -0.000256

Atomic forces in eV per Å
C -1.13 -0.56 -1.76
C -3.43 1.58 2.04
C 3.99 -0.79 -1.28
C -2.25 -2.23 -0.82
H 0.32 -0.74 -0.40
H -1.11 -0.29 1.41
H 0.94 -0.10 0.07
H 1.27 0.21 -0.58
H -0.39 0.21 0.28
H -1.20 1.07 0.90
O 4.60 -0.56 -1.48
O 0.18 1.58 1.97
O -3.28 -2.29 -0.22
O 1.49 2.91 -0.13

Atomic partial charges in e from the natural (NBO) method, atoms 1 to 2: atom 1 (C): -0.283, atom 2 (C): 0.253